# 1
16
Properties=species:S:1:pos:R:3:mulliken_spin:R:1 method="wB97M-V/def2-TZVPD" total_energy_ha=-250.6823 homo_ha="-0.3477 / -0.5510" total_charge=+1 spin_multiplicity=3 orbital_gap_ev="5.98 / 7.81" e_above_lowest_kcal_mol=111.2 fmax_ev_per_a=9.553
N 0.828 -0.093 0.680 0.06
C 1.195 -1.550 0.808 -0.01
C -0.965 -0.499 -0.884 0.60
C -0.564 0.244 0.284 0.06
C -0.639 2.060 -0.214 0.25
C -1.162 -1.150 -1.905 0.97
H 1.093 0.583 1.555 0.00
H -1.539 2.397 0.350 -0.01
H 1.216 -1.915 -0.158 0.02
H 0.257 2.670 0.160 0.01
H 0.372 -2.113 1.060 -0.01
H 2.132 -1.665 1.426 0.00
H 1.388 0.089 -0.155 -0.02
H -0.664 2.075 -1.212 0.01
H -1.320 0.311 0.992 0.04
H -1.627 -1.444 -2.785 0.01

# 2
23
Properties=species:S:1:pos:R:3:mulliken_charge:R:1 method="wB97M-V/def2-TZVPD" total_energy_ha=-292.7170 homo_ha=-0.5105 total_charge=+1 orbital_gap_ev=9.64 e_above_lowest_kcal_mol=4.6 fmax_ev_per_a=0.643
N 2.634 -0.860 -1.597 -0.37
C -1.847 0.979 -0.175 -0.57
C -0.871 1.668 0.781 -0.70
C 0.501 0.991 0.745 -0.22
C -0.592 -1.190 0.106 -0.22
C 0.384 -0.501 1.062 -1.14
C -1.964 -0.513 0.142 -0.70
H 3.526 -0.411 -1.315 0.42
H -1.477 1.097 -1.211 0.28
H -1.274 1.606 1.811 0.34
H -2.650 -1.003 -0.575 0.33
H -0.688 -2.262 0.365 0.28
H 1.926 -0.722 -0.850 -0.08
H 2.295 -0.431 -2.479 0.44
H 0.014 -0.620 2.098 0.40
H 0.932 1.109 -0.268 0.22
H 2.789 -1.876 -1.743 0.42
H 1.187 1.481 1.462 0.28
H -0.189 -1.128 -0.923 0.23
H 1.379 -0.983 1.003 0.42
H -2.843 1.460 -0.116 0.28
H -0.775 2.739 0.522 0.33
H -2.395 -0.632 1.155 0.34

# 3
9
Properties=species:S:1:pos:R:3:mulliken_charge:R:1 method="wB97M-V/def2-TZVPD" total_energy_ha=-655.3921 homo_ha=-0.3119 total_charge=0 orbital_gap_ev=8.58 e_above_lowest_kcal_mol=132.7 fmax_ev_per_a=1.745
I 3.012 0.389 0.290 0.01
O -0.152 -0.306 -0.890 -0.41
O 1.898 -2.150 -0.259 -0.26
O -2.467 2.291 -0.012 -0.34
N -1.474 1.353 0.072 -0.08
C -0.931 0.508 -0.580 0.49
C 1.689 -1.202 0.616 -0.16
H 1.588 -2.982 0.117 0.39
H -3.163 2.098 0.646 0.36

# 4
79
Properties=species:S:1:pos:R:3:mulliken_charge:R:1 method="wB97M-V/def2-TZVPD" total_energy_ha=-3803.8910 homo_ha=-0.3272 total_charge=0 orbital_gap_ev=8.70 e_above_lowest_kcal_mol=0.0 fmax_ev_per_a=0.408
Bi -0.079 -0.077 0.141 2.62
S 1.998 0.357 1.685 -0.54
S -3.094 -2.814 3.478 -0.28
S -5.168 0.425 -1.582 -0.25
F 2.785 1.452 5.994 -0.32
F 3.490 1.867 3.999 -0.19
F 3.121 -0.170 4.611 -0.22
O 5.962 4.986 1.109 -0.62
O -0.289 1.895 -0.671 -0.33
O 1.309 -0.450 -1.591 -0.61
O 1.062 -2.514 0.092 -0.24
O 2.135 -1.791 -3.162 -0.66
O 6.469 3.243 -0.041 -0.62
O -0.635 4.087 -0.743 -0.66
N -0.410 0.955 2.542 -0.01
N -2.882 -0.083 -0.605 0.55
N 5.669 4.021 0.433 1.03
N -1.997 -1.367 1.710 1.19
C 3.307 4.676 0.669 -0.53
C 4.236 3.793 0.148 0.08
C 1.236 1.198 4.241 -0.07
C -3.445 0.528 -1.605 0.31
C 2.271 -5.862 -3.191 -0.86
C 0.116 3.145 -0.623 -0.24
C -1.342 -3.664 -0.746 -0.29
C -1.716 -2.048 2.778 -0.03
C 2.533 2.486 -0.875 -0.20
C 1.633 -4.155 -1.614 -0.11
C -5.103 -0.479 -0.138 -0.50
C 2.688 -6.190 -0.854 -0.88
C -0.352 -2.134 3.383 -0.84
C 1.969 4.460 0.393 -0.73
C 0.875 0.873 2.922 0.76
C -1.069 1.686 4.706 -0.94
C 1.707 -4.627 -2.924 -0.34
C -4.090 -2.149 2.260 -0.26
C 1.553 -1.617 -2.117 -0.14
C -3.812 -0.663 0.232 -0.43
C -3.239 -3.272 -2.171 -0.42
C -2.727 1.242 -2.703 -1.04
C 2.664 1.089 4.705 0.47
C 0.253 1.605 5.122 -0.41
C -1.352 1.340 3.403 -0.55
C -3.340 -1.403 1.408 -0.89
C -0.533 -2.922 -1.607 -0.44
C 0.960 -2.820 -1.315 1.32
C 2.768 -6.648 -2.157 -0.44
C 2.117 -4.950 -0.583 -0.11
C 3.878 2.709 -0.629 -0.55
C -2.439 -2.537 -3.031 -1.11
C 1.581 3.360 -0.364 0.44
C -2.688 -3.832 -1.022 -0.86
C -1.090 -2.355 -2.747 0.17
H -2.863 -2.103 -3.928 0.48
H 0.525 1.866 6.136 0.53
H 2.225 1.626 -1.456 0.60
H -0.470 -1.785 -3.430 0.60
H -3.309 -4.410 -0.348 0.44
H -1.852 2.009 5.377 0.45
H -0.195 -3.092 3.876 0.59
H -0.903 -4.118 0.135 0.50
H 3.638 5.511 1.268 0.51
H -6.000 -0.814 0.358 0.44
H 2.330 -6.210 -4.214 0.39
H 3.067 -6.794 -0.039 0.41
H 0.401 -2.006 2.604 -0.11
H -5.150 -2.347 2.232 0.47
H -4.290 -3.410 -2.393 0.45
H 2.048 -4.614 0.443 0.38
H -0.214 -1.344 4.125 0.19
H -2.893 2.318 -2.634 0.41
H -3.080 0.897 -3.675 0.41
H 1.332 -4.018 -3.734 0.42
H 3.212 -7.612 -2.370 0.39
H -1.657 1.073 -2.620 -0.08
H -2.365 1.366 3.016 0.51
H 2.002 -2.413 0.300 0.39
H 4.643 2.050 -1.015 0.52
H 1.211 5.136 0.763 0.50

# 5
11
Properties=species:S:1:pos:R:3:mulliken_charge:R:1 method="wB97M-V/def2-TZVPD" total_energy_ha=-442.3403 homo_ha=-0.1683 total_charge=-1 orbital_gap_ev=8.70 e_above_lowest_kcal_mol=21.4 fmax_ev_per_a=3.113
F 0.267 -0.087 -1.839 -0.23
O -2.395 1.078 -0.568 -0.68
O -0.267 -1.827 1.202 -0.71
O -1.579 -1.711 -0.596 -0.79
C 1.892 -0.663 -0.166 -0.64
C 0.677 -0.761 -0.736 0.48
C -0.462 -1.555 -0.016 0.36
H -2.296 0.078 -0.839 0.41
H -1.964 1.135 0.260 0.28
H 2.097 -1.466 0.643 0.20
H 2.605 0.091 -0.356 0.33

# 6
15
Properties=species:S:1:pos:R:3:mulliken_charge:R:1 method="wB97M-V/def2-TZVPD" total_energy_ha=-572.9022 homo_ha=-0.4828 total_charge=+1 orbital_gap_ev=7.23 e_above_lowest_kcal_mol=60.9 fmax_ev_per_a=3.639
S 1.339 -0.251 -0.809 -0.30
N -1.055 1.851 -0.857 -0.09
C -2.160 1.556 -1.494 -0.03
C 0.197 -1.567 1.368 -0.76
C 1.529 -0.943 0.854 -0.45
H -0.843 -1.025 1.035 0.17
H 0.114 -1.500 2.472 0.29
H -2.568 0.595 -1.369 0.31
H 0.255 -2.676 1.057 0.25
H -0.883 2.844 -0.637 0.29
H -2.524 2.342 -2.283 0.27
H 2.251 -1.747 0.946 0.40
H 2.645 -0.599 -1.173 0.21
H 1.907 -0.076 1.454 0.33
H -0.205 1.193 -0.562 0.12